19
Properties=species:S:1:pos:R:3:forces:R:3 method="wB97M-V/def2-TZVPD" lumo_ev=1.1289 de_lowest_ev=3.096 e_tot_ev=-7450.3356 homo_lumo_gap_ev=10.1 molar_mass_g_mol=96.17 smiles="CC1=CC1.C=CC" homo_ev=-9.013
C -2.371855 0.591924 -0.133839 0.0 0.1 0.0
C -1.897647 -0.738245 -0.646883 0.1 0.0 -0.2
C -0.821846 -0.908561 -1.410254 -0.1 0.0 0.1
C 1.490793 0.338998 0.585697 0.2 0.3 -0.1
C 2.490877 -0.186578 -0.403860 0.2 -0.3 -0.1
C 2.028434 1.225728 -0.190123 -0.2 -0.1 0.3
C 0.656126 -0.063088 1.737075 0.0 0.0 0.0
H -3.225991 0.952052 -0.721062 0.1 -0.1 0.1
H -1.577465 1.343657 -0.197186 -0.1 -0.1 0.0
H -2.704794 0.525591 0.908459 0.1 0.0 -0.1
H -2.500180 -1.606077 -0.376254 0.1 0.1 -0.1
H -0.523221 -1.888811 -1.771882 -0.1 0.1 0.1
H -0.194206 -0.065548 -1.693739 -0.1 -0.1 0.1
H 2.151458 -0.752012 -1.279126 0.0 0.1 0.2
H 3.478995 -0.499088 -0.049747 -0.1 0.1 -0.1
H 2.164530 2.255162 -0.482533 -0.1 -0.1 0.0
H 1.307884 -0.265826 2.595003 -0.1 0.0 -0.1
H -0.054310 0.720149 2.018774 0.1 -0.1 0.0
H 0.102418 -0.979435 1.511474 0.1 0.1 0.0